[1]
15
Properties=species:S:1:pos:R:3 method="wB97M-V/def2-TZVPD" de_lowest_kcal_mol=11.0 spin_multiplicity=1 homo_lumo_gap_ev=9.140 lumo_energy_ev=0.66
C -1.080 1.091 -2.450
C -1.237 0.301 0.272
C 1.199 -0.594 1.260
H -0.594 0.701 -3.370
H -0.442 1.806 -1.965
H -2.029 1.607 -2.736
H -1.461 -0.522 0.964
H -1.875 1.151 0.433
H 3.014 -1.224 1.872
H 2.953 0.464 1.408
H 0.995 -2.494 1.669
N 2.596 -0.498 1.325
N 0.515 -1.672 1.382
S -1.405 -0.358 -1.439
S 0.429 0.915 0.707

---

[2]
21
Properties=species:S:1:pos:R:3 method="wB97M-V/def2-TZVPD" smiles="C1=NC2=C(C2)c2ccccc2C1" de_lowest_kcal_mol=94.8 spin_multiplicity=1 homo_lumo_gap_ev="7.285 / 7.288" lumo_energy_ev="-0.37 / -0.37"
C -1.141 1.591 1.839
C -1.543 0.355 2.252
C -0.465 1.839 0.740
C -1.164 -0.717 1.486
C -0.219 0.711 -0.113
C -0.668 -0.602 0.181
C 0.956 -2.024 -0.837
C 0.637 0.820 -1.206
C 1.582 -0.084 -1.911
C -0.531 -1.781 -0.725
C 1.958 1.347 -1.749
N 1.799 -1.314 -1.540
H -1.250 2.287 2.540
H -1.904 0.142 3.272
H -0.211 2.771 0.399
H -1.547 -1.684 1.756
H 1.233 -3.027 -0.608
H -1.055 -2.618 -0.324
H -1.118 -1.717 -1.717
H 1.985 1.967 -2.706
H 2.665 1.740 -1.030

---

[3]
112
Properties=species:S:1:pos:R:3 method="wB97M-V/def2-TZVPD" spin_multiplicity=1 homo_lumo_gap_ev=9.985 lumo_energy_ev=-0.03
C 1.699 -4.694 0.552
C 2.711 -3.829 -0.199
C 2.256 -2.400 -0.468
C 2.041 -1.611 0.840
C 2.835 -0.293 0.905
C 0.568 -1.436 1.210
C 0.534 -1.150 2.625
N 0.524 -0.810 3.745
C -0.186 -0.270 0.522
C 0.221 0.002 -0.836
N 0.430 0.148 -1.970
C -1.676 -0.455 0.564
Cl -2.475 0.676 1.604
C -2.390 -1.323 -0.120
C -3.862 -1.469 -0.110
Cl -1.607 -2.441 -1.172
H 1.094 -4.138 1.254
H 2.241 -5.424 1.132
H 1.048 -5.230 -0.121
H 2.880 -4.282 -1.163
H 3.655 -3.839 0.318
H 3.036 -1.896 -1.012
H 1.340 -2.420 -1.035
H 2.461 -2.244 1.609
H 3.687 -0.388 1.550
H 2.215 0.518 1.265
H 3.181 -0.031 -0.083
H 0.022 -2.350 1.054
H 0.002 0.625 1.087
H -4.323 -0.854 0.637
H -4.086 -2.511 0.042
H -4.222 -1.246 -1.102
C 7.872 -1.638 0.999
C 6.522 -0.964 1.015
O 5.875 -1.546 -0.102
C 6.406 -2.794 -0.267
O 5.910 -3.645 -0.917
O 7.549 -2.921 0.445
F 6.626 0.377 0.813
H 8.573 -1.121 0.342
H 8.311 -1.737 1.988
H 5.938 -1.151 1.918
C -4.251 -3.526 -5.509
C -4.578 -2.127 -5.039
O -5.183 -2.368 -3.777
C -4.662 -3.531 -3.292
O -4.752 -3.889 -2.170
O -4.018 -4.209 -4.270
F -5.469 -1.513 -5.853
H -5.095 -3.984 -6.025
H -3.372 -3.570 -6.146
H -3.711 -1.478 -4.905
C -0.800 1.542 -4.834
C -1.482 0.465 -5.643
O -2.107 1.206 -6.675
C -1.362 2.336 -6.866
O -1.466 3.054 -7.798
O -0.504 2.523 -5.839
F -2.440 -0.189 -4.928
H -1.471 1.976 -4.091
H 0.102 1.192 -4.340
H -0.805 -0.270 -6.081
C -1.136 1.796 5.028
C -1.445 1.747 6.505
O -1.929 3.056 6.758
C -2.482 3.518 5.599
O -3.193 4.457 5.518
O -2.107 2.740 4.554
F -0.336 1.528 7.253
H -0.132 2.177 4.838
H -1.250 0.836 4.534
H -2.210 1.020 6.783
C 6.036 3.852 3.534
C 4.833 2.954 3.694
O 5.415 1.660 3.747
C 6.672 1.818 4.262
O 7.338 0.937 4.677
O 7.045 3.118 4.235
F 4.002 3.023 2.623
H 6.320 3.960 2.486
H 5.898 4.836 3.973
H 4.257 3.128 4.605
C -5.028 3.917 0.261
C -4.930 2.432 0.002
O -5.721 2.268 -1.162
C -5.670 3.445 -1.853
O -5.990 3.577 -2.981
O -5.178 4.433 -1.068
F -5.466 1.701 1.014
H -5.909 4.165 0.854
H -4.144 4.329 0.741
H -3.920 2.077 -0.199
C 2.431 -3.491 4.921
C 3.261 -4.703 5.274
O 4.194 -4.754 4.204
C 4.361 -3.481 3.748
O 5.233 -3.126 3.033
O 3.385 -2.675 4.227
F 2.525 -5.841 5.280
H 1.613 -3.738 4.244
H 2.031 -2.967 5.785
H 3.801 -4.623 6.219
C -4.611 4.026 -6.020
C -4.831 4.034 -4.527
O -5.286 5.353 -4.295
C -5.909 5.775 -5.437
O -6.614 6.717 -5.509
O -5.604 4.953 -6.472
F -3.669 3.831 -3.842
H -3.619 4.394 -6.289
H -4.762 3.047 -6.467
H -5.581 3.325 -4.171